Here is an isolated molecule of C7H9N3 from the OMol25 dataset. Energies are from ωB97M-V/def2-TZVPD.

Properties
Strongest force on any atom = 14.2 eV/Å
Relative energy (zero: lowest compared OMol25 entry of this formula, charge and spin) = 542.1 kJ/mol
M = 135.17 g mol⁻¹
Frontier orbital gap = 9.0 eV
SMILES = [H]/N=C(\N)Nc1ccccc1
Charge = 0
HOMO energy = -8.4 eV
Total energy = -436.209735 hartree
LUMO = 0.58 eV

Each line ends with the Mulliken charge.
Geometry (Å):
C: 2.1505 0.1228 -0.0311  0.43
C: -0.3398 -0.3040 0.0543  0.94
C: -1.1999 -1.3723 -0.0362  -0.90
C: -2.5779 -1.0538 -0.0879  -0.20
C: -3.0730 0.3503 0.0714  -0.69
C: -2.0773 1.3255 -0.0562  -0.36
C: -0.6954 1.0498 -0.0139  -0.52
H: 3.5182 -1.3616 -0.9241  0.31
H: 3.5055 -1.2976 0.9461  0.31
H: 3.1473 1.8807 0.1754  0.28
H: 0.9713 -1.4605 -0.0707  -0.08
H: -0.8942 -2.3752 0.0291  0.37
H: -3.2687 -2.1309 0.1555  0.17
H: -4.1440 0.2880 0.0324  0.39
H: -2.2492 2.4679 0.1426  0.22
H: -0.2975 1.8488 0.0425  0.72
N: 3.4822 -0.6029 0.0143  -0.68
N: 2.1173 1.4468 -0.0555  -0.61
N: 1.0559 -0.6395 0.0511  -0.10

Here is an isolated molecule of C7H9N3 from the OMol25 dataset. Energies are from ωB97M-V/def2-TZVPD.

Properties
Strongest force on any atom = 5.2 eV/Å
Relative energy (zero: lowest compared OMol25 entry of this formula, charge and spin) = 785.5 kJ/mol
M = 135.17 g mol⁻¹
Frontier orbital gap (spin up / spin down) = 7.1 / 7.1 eV
SMILES = CC1(C)C2=NNC=C=CN21
Charge = 0
HOMO energy (spin up / spin down) = -7.9 / -7.9 eV
Total energy = -436.117024 hartree
LUMO (spin up / spin down) = -0.85 / -0.85 eV

Each line ends with the Mulliken charge.
Geometry (Å):
C: 2.8913 0.2261 -0.0139  0.13
C: 2.4478 1.5296 -0.1268  -1.00
C: -0.0233 -1.1794 -0.3286  -0.11
C: 1.0125 1.3572 -0.0734  0.16
C: -1.0580 -0.1426 -0.2144  1.68
C: -2.1618 -0.1642 -1.2522  -1.52
C: -1.5555 0.1517 1.1907  -1.53
N: 1.0283 -1.6693 0.1718  -0.65
N: 0.2016 0.4092 -0.6485  -0.44
N: 2.2531 -1.0765 0.1790  0.07
H: 3.9467 0.0450 0.1544  0.34
H: 0.4459 2.1308 0.4528  0.37
H: -1.7486 -0.0839 -2.2537  0.41
H: -2.8400 0.6707 -1.0830  0.35
H: -2.7227 -1.0943 -1.1735  0.33
H: -0.7425 0.0929 1.9122  0.41
H: -2.3221 -0.5696 1.4624  0.40
H: -1.9824 1.1522 1.2173  0.37
H: 2.9296 -1.7855 0.4273  0.23

Here is an isolated molecule of C7H9N3O2 from the OMol25 dataset. Energies are from ωB97M-V/def2-TZVPD.

Properties
Strongest force on any atom = 5.1 eV/Å
Relative energy (zero: lowest compared OMol25 entry of this formula, charge and spin) = 347.8 kJ/mol
M = 167.17 g mol⁻¹
Frontier orbital gap = 8.5 eV
SMILES = CN1Cn2c(=O)ccc(=O)n2C1
Charge = 0
HOMO energy = -8.8 eV
Total energy = -586.787919 hartree
LUMO = -0.30 eV

Each line ends with the Mulliken charge.
Geometry (Å):
O: 2.9330 0.1425 0.1020  -0.64
O: -1.6685 -1.3474 2.0024  -0.59
C: 1.8810 -0.3984 0.4016  0.63
C: -0.5832 -1.0574 1.6054  0.39
C: 1.8791 -1.5894 1.3030  -0.48
C: 0.6135 -1.9623 1.8440  -0.40
N: 0.6863 0.1973 0.0012  0.14
N: -0.5366 -0.3110 0.4677  -0.01
N: -0.9317 1.3011 -0.9889  -0.20
C: -1.0335 0.6845 -2.2853  -0.89
C: 0.5287 1.5139 -0.5182  -0.47
C: -1.5733 0.6126 0.1941  -0.41
H: 2.8926 -2.0328 1.5269  0.36
H: 0.5146 -2.8487 2.4187  0.46
H: -2.0711 0.5711 -2.4948  0.36
H: -0.4276 -0.2237 -2.3145  0.39
H: -0.8262 1.4463 -3.1092  0.27
H: 0.6598 2.3198 0.2057  0.23
H: 1.2800 1.6897 -1.4030  0.28
H: -1.6493 1.2173 1.0905  0.30
H: -2.5676 0.0750 -0.0493  0.27

Here is a 2-piece molecular cluster, C7H9N3O2 overall from the OMol25 dataset. Energies are from ωB97M-V/def2-TZVPD.

Properties
Strongest force on any atom = 2.7 eV/Å
Relative energy (zero: lowest compared OMol25 entry of this formula, charge and spin) = 33.1 kJ/mol
M = 167.17 g mol⁻¹
Spin multiplicity = 3
Frontier orbital gap (spin up / spin down) = 7.8 / 8.2 eV
Charge = 0
HOMO energy (spin up / spin down) = -7.5 / -9.9 eV
Total energy = -586.662408 hartree
LUMO (spin up / spin down) = 0.22 / -1.69 eV

Each line ends with the Mulliken charge.
Geometry (Å):
C: -2.8797 0.7099 -0.0753  -0.47
C: -2.4783 -0.4980 0.5417  -0.54
C: -1.8919 1.5716 -0.4728  -0.50
C: -1.1457 -0.8475 0.6388  -0.45
C: -0.5477 1.2374 -0.3629  -0.23
C: -0.1509 0.0866 0.2779  0.91
C: 1.2827 -0.2317 0.4441  -0.42
N: 1.7153 -1.2886 1.1795  -0.31
N: 1.6768 -1.2785 -1.8400  -0.52
N: 2.3683 0.6167 0.1245  1.15
O: 3.4472 0.3765 0.6233  -0.77
O: 2.2054 1.6732 -0.4486  -0.66
H: -3.9604 0.9189 -0.1103  0.35
H: -3.2215 -1.2187 0.8735  0.38
H: -2.0616 2.5995 -0.8530  0.33
H: -0.8084 -1.5761 1.3480  0.29
H: 0.0437 2.0367 -0.6301  0.48
H: 2.7232 -1.3136 1.2786  0.24
H: 1.0766 -2.0344 1.3222  0.16
H: 0.6392 -1.1845 -1.8804  0.28
H: 1.9676 -0.3555 -1.9788  0.32

Here is an isolated molecule of C7H9N3S from the OMol25 dataset. Energies are from ωB97M-V/def2-TZVPD.

Properties
Strongest force on any atom = 2.3 eV/Å
Relative energy (zero: lowest compared OMol25 entry of this formula, charge and spin) = 610.1 kJ/mol
M = 167.24 g mol⁻¹
Frontier orbital gap (spin up / spin down) = 7.9 / 7.1 eV
Charge = 0
HOMO energy (spin up / spin down) = -8.2 / -8.1 eV
Total energy = -834.385794 hartree
LUMO (spin up / spin down) = -0.27 / -1.04 eV

Each line ends with the Mulliken charge.
Geometry (Å):
C: 1.3925 3.2097 -0.6754  -0.61
C: 0.0110 2.9737 -0.8458  -0.20
C: 1.9860 2.0057 -0.9425  -0.23
C: 0.6899 -1.5839 1.1682  -0.47
C: -0.5639 -1.5454 0.9833  0.46
C: 0.0862 -0.9060 -1.8422  -0.49
C: -1.7017 -1.8856 1.8920  -1.33
N: -0.2187 1.7228 -1.1860  -0.78
N: 0.9757 1.1358 -1.2424  1.40
N: 1.1879 -0.1207 -1.5347  -1.08
S: -1.3183 -0.9973 -0.6460  -0.12
H: 1.8670 4.1312 -0.4110  0.39
H: -0.8044 3.6599 -0.7294  0.44
H: 3.0044 1.6778 -0.9404  0.43
H: 1.6716 -1.4449 0.7998  0.43
H: -0.4804 -0.5257 -2.7070  0.35
H: 0.4330 -1.9222 -2.0254  0.42
H: -2.6009 -1.3562 1.5832  0.38
H: -1.4544 -1.6192 2.9175  0.34
H: -1.8938 -2.9568 1.8402  0.27

Here is a 2-piece molecular cluster, C7H9N4 overall from the OMol25 dataset. Energies are from ωB97M-V/def2-TZVPD.

Properties
Strongest force on any atom = 5.2 eV/Å
Relative energy (zero: lowest compared OMol25 entry of this formula, charge and spin) = 540.7 kJ/mol
M = 149.18 g mol⁻¹
Frontier orbital gap = 8.3 eV
Charge = +1
HOMO energy = -13.0 eV
Total energy = -490.731117 hartree
LUMO = -4.76 eV

Each line ends with the Mulliken charge.
Geometry (Å):
C: 3.3651 -1.0184 -1.4971  -0.06
C: 2.0689 1.1828 -1.2469  -0.12
C: 1.1707 -0.6005 -0.3205  -0.14
C: 2.2927 -0.1915 -1.0927  0.12
C: -1.9437 0.6328 1.8827  0.24
C: -1.4601 -0.7023 2.0804  -0.63
C: -2.1569 -0.3129 -0.4485  -0.59
N: 4.3669 -1.5262 -1.6979  -0.39
N: 0.9742 1.4617 -0.5826  -0.43
N: 0.4067 0.3916 -0.0512  -0.10
N: -1.7738 0.0220 0.8089  0.26
H: 2.5924 2.1004 -1.4318  0.41
H: 1.1727 -1.6446 -0.1267  0.46
H: -2.1351 1.7261 2.2826  0.35
H: 0.5533 2.3541 -0.6300  0.16
H: -0.4398 -0.9618 2.2316  0.24
H: -2.2521 -1.4320 2.3288  0.31
H: -1.2818 -0.6199 -1.0539  0.24
H: -2.8059 -1.2697 -0.3820  0.33
H: -2.7145 0.4082 -1.0531  0.33

Here is a 2-piece molecular cluster, C7H9N5 overall from the OMol25 dataset. Energies are from ωB97M-V/def2-TZVPD.

Properties
Strongest force on any atom = 5.3 eV/Å
Relative energy (zero: lowest compared OMol25 entry of this formula, charge and spin) = 637.2 kJ/mol
M = 163.18 g mol⁻¹
Frontier orbital gap (spin up / spin down) = 9.5 / 4.9 eV
Charge = 0
HOMO energy (spin up / spin down) = -9.5 / -7.6 eV
Total energy = -545.687315 hartree
LUMO (spin up / spin down) = -0.04 / -2.65 eV

Each line ends with the Mulliken charge.
Geometry (Å):
C: 0.0223 2.6744 -2.0523  -0.36
C: -1.1519 2.4697 -1.1852  -0.13
C: 0.7140 -0.8022 3.2852  -0.15
C: 0.4864 1.4181 -2.1912  -0.58
C: 0.5666 -0.1118 2.0333  -0.01
C: 1.3733 -2.0383 1.5602  0.09
C: -1.0049 -1.6299 -0.8500  -0.62
N: 1.2529 -1.9966 2.8844  -0.58
N: -1.1820 1.2234 -0.8190  -0.87
N: 1.0141 -0.9074 1.0364  -0.43
N: -0.1994 0.5133 -1.4086  1.26
N: 0.0748 -0.7521 -1.2886  -0.86
H: 0.1636 3.6689 -2.4855  0.36
H: -1.7667 3.2737 -0.7982  0.40
H: 0.3798 -0.5990 4.2895  0.38
H: 1.2751 1.1618 -2.7234  0.53
H: 0.0170 0.8819 1.9232  0.32
H: 1.6796 -2.9793 1.0560  0.39
H: -0.9316 -2.4469 -1.4394  0.37
H: -0.7653 -1.9555 0.1013  0.19
H: -2.0175 -1.0664 -0.9281  0.31

Here is an isolated molecule of C7H9N5 from the OMol25 dataset. Energies are from ωB97M-V/def2-TZVPD.

Properties
Strongest force on any atom = 4.3 eV/Å
Relative energy (zero: lowest compared OMol25 entry of this formula, charge and spin) = 201.2 kJ/mol
M = 163.18 g mol⁻¹
Frontier orbital gap = 8.4 eV
SMILES = CCNc1nc[nH]c2nncc1-2
Charge = 0
HOMO energy = -8.3 eV
Total energy = -545.853355 hartree
LUMO = 0.10 eV

Each line ends with the Mulliken charge.
Geometry (Å):
C: 0.2207 -2.9511 -0.3438  -1.08
C: -0.1905 -1.7898 -1.3674  -0.46
C: -0.7532 0.4145 -0.2311  0.65
C: -1.5585 2.6048 0.2748  -0.24
C: 0.6449 2.0211 0.7553  -0.63
C: 1.8019 0.2374 0.6312  -0.62
C: 0.5506 0.7534 0.2111  1.28
H: 0.9138 -3.7813 -0.5393  0.37
H: 0.5238 -2.6278 0.6930  0.31
H: -0.6841 -3.5354 0.0508  0.31
H: 0.7155 -1.3682 -1.7255  0.34
H: -0.6506 -2.3616 -2.1867  0.36
H: -2.1859 -0.7238 -0.7227  0.31
H: -2.3701 3.2790 0.1310  0.40
H: -0.1738 3.7873 1.3142  0.28
H: 2.2914 -0.7156 0.4125  0.42
N: -1.1563 -0.7375 -0.8722  -0.18
N: -1.7523 1.3189 -0.1492  -0.70
N: -0.3407 2.9580 0.7777  -0.04
N: 1.7286 2.1554 1.4864  -0.61
N: 2.4250 1.0622 1.4002  -0.47